Arrangement w

Formula: C3H8NOS
Source: the OMol25 dataset
Level of theory: ωB97M-V/def2-TZVPD

XYZ file:
```
14
Properties=species:S:1:pos:R:3
N -1.557 0.532 0.582
C -0.179 0.443 0.028
C -0.138 1.424 -1.146
O -0.969 2.288 -1.224
C 0.285 -0.977 -0.298
S 1.421 -1.701 0.888
H -1.561 0.379 1.593
H -1.891 1.500 0.442
H -2.216 -0.092 0.110
H 0.535 0.876 0.731
H 0.731 1.394 -1.820
H -0.550 -1.660 -0.491
H 0.801 -0.948 -1.263
H 0.532 -2.337 1.661
```

As for the total charge: +1. The LUMO energy is -4.128 eV. The frontier orbital gap is 9.4 eV.

Arrangement x

Formula: C3H8NOS
Source: the OMol25 dataset
Level of theory: ωB97M-V/def2-TZVPD

XYZ file:
```
14
Properties=species:S:1:pos:R:3
C -1.031 1.585 0.141
C 0.143 -0.825 -0.492
C 0.808 -1.277 0.785
N 0.397 0.550 -0.826
O -1.548 0.577 0.749
S -1.707 -0.789 -0.302
H -0.440 2.335 0.907
H -1.497 2.007 -0.835
H 0.405 -1.617 -1.188
H 0.282 -2.147 1.023
H 0.616 -0.572 1.654
H 1.794 -1.501 0.632
H 0.409 0.796 -1.783
H 1.367 0.879 -0.465
```

As for the total charge: +1. The LUMO energy is -4.558 eV. The frontier orbital gap is 9.7 eV.

Which structure is the most stable? The one labeled arrangement w.

Arrangement w

Formula: C3H2NO2S
Source: the OMol25 dataset
Level of theory: ωB97M-V/def2-TZVPD

XYZ file:
```
9
Properties=species:S:1:pos:R:3
C 0.954 0.904 0.143
C -2.430 -0.116 -0.325
C 1.345 -0.041 0.938
N 1.642 -0.197 -0.592
O 1.432 -0.832 1.860
O -3.062 0.414 0.506
S -1.704 -1.031 -1.368
H 0.638 1.878 -0.146
H 1.185 -0.978 -1.015
```

As for the total charge: -1. The LUMO energy is 3.083 eV. The frontier orbital gap is 4.8 eV.

Arrangement x

Formula: C3H2NO2S
Source: the OMol25 dataset
Level of theory: ωB97M-V/def2-TZVPD

XYZ file:
```
9
Properties=species:S:1:pos:R:3
O 1.464 -1.907 -0.667
C 0.573 -1.104 -0.317
N 0.808 0.251 -0.263
C -0.205 1.036 0.152
S -0.318 2.594 0.610
C -1.397 -0.117 0.164
O -0.666 -1.351 -0.083
H 1.575 0.658 -0.756
H -1.834 -0.061 1.159
```

As for the total charge: -1. The LUMO energy is 3.701 eV. The frontier orbital gap is 6.7 eV.

Which structure is the most stable? The one labeled arrangement x.

Arrangement w

Formula: C3H8N
Source: the OMol25 dataset
Level of theory: ωB97M-V/def2-TZVPD

XYZ file:
```
12
Properties=species:S:1:pos:R:3
C 0.482 -1.158 -0.896
C 0.137 -0.058 -0.238
C -0.780 1.045 -0.650
N 0.401 -0.071 1.252
H 1.388 -1.643 -0.530
H -0.116 -1.767 -1.554
H -0.205 1.969 -0.513
H -1.192 0.868 -1.635
H -1.586 1.180 0.081
H 1.056 -0.834 1.452
H -0.456 -0.335 1.738
H 0.873 0.803 1.493
```

As for the total charge: +1. The LUMO energy is -4.241 eV. The frontier orbital gap is 10.5 eV.

Arrangement x

Formula: C3H8N
Source: the OMol25 dataset
Level of theory: ωB97M-V/def2-TZVPD

XYZ file:
```
12
Properties=species:S:1:pos:R:3
C 0.299 -0.996 0.999
N -0.167 -0.345 -0.246
C -0.917 0.903 -0.299
C 0.514 0.760 -0.812
H 0.407 -0.315 1.898
H -0.242 -1.901 1.180
H 1.342 -1.377 0.923
H -0.275 -1.200 -0.869
H -1.255 1.391 0.646
H -1.589 1.082 -1.109
H 0.514 0.878 -1.925
H 1.369 1.121 -0.386
```

As for the total charge: +1. The LUMO energy is -3.482 eV. The frontier orbital gap is 13.9 eV.

Which structure is the most stable? The one labeled arrangement w.

Arrangement w

Formula: C3H8N
Source: the OMol25 dataset
Level of theory: ωB97M-V/def2-TZVPD

XYZ file:
```
12
Properties=species:S:1:pos:R:3
C 1.171 -0.972 -1.143
C 0.572 0.152 -0.313
C -0.632 -0.051 0.206
N -1.189 0.945 1.150
H 2.229 -0.773 -1.271
H 1.116 -1.908 -0.589
H 0.670 -1.126 -2.096
H 1.175 1.051 -0.298
H -1.255 -0.907 0.006
H -0.955 0.630 2.101
H -0.703 1.846 1.104
H -2.199 1.113 1.142
```

As for the total charge: +1. The LUMO energy is -3.875 eV. The frontier orbital gap is 11.2 eV.

Arrangement x

Formula: C3H8N
Source: the OMol25 dataset
Level of theory: ωB97M-V/def2-TZVPD

XYZ file:
```
12
Properties=species:S:1:pos:R:3
C -1.474 0.544 0.174
C -0.230 0.107 0.104
C 1.035 0.556 0.772
N 0.075 -0.969 -0.934
H -2.267 0.556 -0.556
H -1.588 1.113 1.093
H 0.759 1.202 1.606
H 1.688 0.937 -0.009
H 1.533 -0.233 1.348
H 0.960 -0.821 -1.424
H 0.102 -1.881 -0.476
H -0.592 -1.111 -1.699
```

As for the total charge: +1. The LUMO energy is -3.857 eV. The frontier orbital gap is 11.3 eV.

Which structure is the most stable? The one labeled arrangement w.

Arrangement w

Formula: CH3NOSi
Source: the OMol25 dataset
Level of theory: ωB97M-V/def2-TZVPD

XYZ file:
```
7
Properties=species:S:1:pos:R:3
N 2.618 0.476 -0.067
C 1.611 -0.053 0.075
O 0.548 -0.669 0.107
Si -0.996 -0.005 0.001
H -0.970 1.599 0.152
H -1.303 -0.429 -1.292
H -1.508 -0.920 1.024
```

As for the total charge: 0. The LUMO energy is 0.155 eV. The frontier orbital gap is 10.9 eV.

Arrangement x

Formula: CH3NOSi
Source: the OMol25 dataset
Level of theory: ωB97M-V/def2-TZVPD

XYZ file:
```
7
Properties=species:S:1:pos:R:3
N -2.807 0.094 -0.108
C -1.595 -0.324 -0.008
O -0.464 -0.820 0.326
Si 0.937 0.102 -0.011
H 1.253 0.070 -1.395
H 1.031 1.516 0.252
H 1.645 -0.639 0.945
```

As for the total charge: 0. The LUMO energy is 0.083 eV. The frontier orbital gap is 10.7 eV.

Which structure is the most stable? The one labeled arrangement w.

Arrangement w

Formula: C11H21N3O3
Source: the OMol25 dataset
Level of theory: ωB97M-V/def2-TZVPD

XYZ file:
```
38
Properties=species:S:1:pos:R:3
N 5.234 -1.295 -0.290
C 4.129 -0.376 -0.805
C 3.123 0.129 0.218
C 1.957 0.960 -0.269
C 0.966 1.493 0.737
C -0.311 2.345 0.536
N -1.134 2.512 1.730
C -0.967 1.614 -0.615
O -0.881 1.876 -1.808
N -1.559 0.334 -0.473
C -2.271 -0.438 -1.601
C -3.506 -0.992 -0.837
C -2.996 -1.344 0.590
C -1.626 -0.545 0.628
C -0.688 -1.663 0.525
O -0.345 -2.080 -0.628
O -0.501 -2.197 1.841
H 4.836 -2.175 0.081
H 5.624 -0.781 0.421
H 4.684 0.417 -1.555
H 3.349 -0.967 -1.340
H 3.539 0.556 1.136
H 2.741 -0.733 0.949
H 1.592 0.352 -1.179
H 2.570 1.880 -0.672
H 0.746 0.626 1.422
H 1.762 2.116 1.341
H 0.339 3.313 0.164
H -1.879 3.238 1.524
H -0.431 2.947 2.406
H -1.612 -1.143 -2.064
H -2.534 0.242 -2.374
H -3.788 -1.890 -1.515
H -4.326 -0.488 -0.818
H -3.671 -0.717 1.206
H -2.975 -2.458 0.606
H -1.545 -0.120 1.649
H 0.164 -2.971 1.973
```

As for the total charge: 0. The LUMO energy is 0.472 eV. The frontier orbital gap is 9.4 eV.

Arrangement x

Formula: C11H21N3O3
Source: the OMol25 dataset
Level of theory: ωB97M-V/def2-TZVPD

XYZ file:
```
38
Properties=species:S:1:pos:R:3
N 4.984 -1.643 0.060
C 3.911 -0.821 0.534
C 3.123 -0.520 -0.916
C 1.633 -0.115 -0.822
C 1.781 0.999 0.224
C 0.508 1.669 0.707
N -0.400 0.983 1.588
C -1.470 0.126 1.226
O -2.207 -0.255 2.083
C -1.558 -0.577 -0.229
C -3.028 -0.526 -0.695
C -3.198 -1.918 -1.119
C -2.292 -2.683 -0.057
N -1.033 -1.852 -0.142
C -0.293 2.371 -0.457
O 0.212 2.667 -1.541
O -1.651 2.554 -0.214
H 5.713 -1.540 0.829
H 4.704 -2.687 0.063
H 4.194 0.134 1.049
H 3.171 -1.204 1.271
H 3.638 0.357 -1.295
H 3.438 -1.512 -1.280
H 1.294 0.299 -1.805
H 0.836 -0.956 -0.675
H 2.519 1.766 -0.221
H 2.417 0.580 1.116
H 0.655 2.578 1.245
H -0.436 1.107 2.589
H -1.062 0.167 -0.926
H -3.165 0.469 -1.313
H -3.676 -0.357 0.194
H -4.263 -2.250 -1.077
H -3.037 -1.975 -2.192
H -2.850 -2.431 0.830
H -2.090 -3.746 -0.199
H -0.397 -2.246 -0.906
H -1.996 3.279 -0.840
```

As for the total charge: 0. The LUMO energy is 0.569 eV. The frontier orbital gap is 9.2 eV.

Which structure is the most stable? The one labeled arrangement x.